(1)
{"formula": "C8H4BrF5IMnS3Sb", "method": "wB97M-V/def2-TZVPD", "elements": ["Mn", "S", "Sb", "S", "S", "Br", "C", "C", "C", "C", "C", "C", "I", "H", "H", "H", "H", "F", "C", "F", "C", "F", "F", "F"], "positions_angstrom": [[-0.42839, 2.12743, 0.34884], [-1.07458, 6.33500, -0.10067], [0.78850, 5.00320, -0.67612], [0.89412, 3.57406, 1.31894], [-0.61470, 3.32122, -1.64566], [4.24660, -1.80627, 0.07753], [2.56511, -2.27751, -0.64044], [2.39683, -3.57758, -1.10269], [1.18039, -3.97373, -1.63521], [0.12488, -3.07709, -1.70731], [0.28968, -1.77905, -1.25206], [1.50725, -1.38432, -0.71925], [1.69855, 0.58867, -0.05700], [3.22547, -4.26981, -1.04226], [1.05969, -4.98822, -1.99292], [-0.82728, -3.38333, -2.12027], [-0.52863, -1.07369, -1.31013], [-2.26435, 1.26987, 0.20985], [-2.07889, 2.16848, 1.36470], [-3.03790, 3.06275, 1.31865], [-2.25371, 1.24223, 2.56941], [-3.48406, 0.72638, 2.63376], [-1.38391, 0.23761, 2.47966], [-2.00065, 1.93367, 3.68064]], "atomic_forces_ev_per_a": [[1.5, 3.3, -1.2], [1.4, -0.8, -0.5], [-1.1, 2.0, 0.3], [-0.8, -1.6, 0.0], [-0.6, -2.0, 1.7], [-0.1, 0.1, 0.0], [0.0, -0.1, 0.0], [0.0, 0.0, 0.0], [0.0, 0.0, 0.0], [0.0, 0.0, 0.0], [-0.1, -0.1, 0.0], [-0.2, 0.0, -0.1], [0.3, 0.0, 0.3], [0.0, 0.0, 0.0], [0.0, 0.0, 0.0], [0.0, 0.0, 0.0], [0.0, 0.0, 0.0], [-0.6, -0.2, 0.2], [-0.2, -1.1, -1.0], [0.3, 0.2, 0.0], [-0.2, 0.5, 0.1], [0.2, 0.1, 0.1], [0.3, -0.3, 0.0], [-0.1, -0.1, 0.0]], "spin_multiplicity": 2, "s_squared": 0.886, "gap_ev": [4.75, 4.71]}

***

(2)
{"formula": "C6H10O", "method": "wB97M-V/def2-TZVPD", "elements": ["C", "C", "C", "C", "O", "C", "C", "H", "H", "H", "H", "H", "H", "H", "H", "H", "H"], "positions_angstrom": [[2.18420, 0.54989, 0.07069], [0.96697, -0.22698, -0.44085], [0.04067, -0.80560, 0.65388], [-1.35077, -0.59629, 0.06386], [-2.33744, -0.52319, 1.06759], [-1.15749, 0.69767, -0.73368], [0.18890, 0.70071, -1.34082], [2.78968, -0.05238, 0.75285], [1.85734, 1.44574, 0.61148], [2.80466, 0.87526, -0.76627], [1.32880, -1.02928, -1.10574], [0.10558, -0.21701, 1.57903], [0.25403, -1.84810, 0.91029], [-3.11166, -0.08705, 0.68084], [-1.98758, 1.01734, -1.37324], [-0.99192, 1.51240, 0.00873], [-1.58398, -1.41312, -0.63863]], "atomic_forces_ev_per_a": [[0.2, 0.0, 0.1], [0.0, 0.1, -0.1], [0.0, 0.0, 0.0], [0.3, -0.1, -0.2], [-0.4, 0.3, 0.0], [0.0, 0.0, -0.2], [-0.1, -0.1, 0.3], [-0.1, 0.0, -0.1], [0.1, -0.1, 0.0], [0.0, 0.0, 0.1], [-0.1, 0.1, 0.0], [0.0, 0.0, -0.1], [0.0, 0.2, -0.1], [0.2, -0.2, 0.2], [0.1, 0.0, 0.1], [0.0, 0.0, -0.1], [0.0, 0.1, 0.1]], "de_lowest_kj_mol": 300.0, "gap_ev": 8.63}

***

(3)
{"formula": "CH11MnO9P", "method": "wB97M-V/def2-TZVPD", "elements": ["Mn", "C", "O", "H", "H", "H", "P", "O", "O", "O", "O", "O", "H", "H", "O", "H", "H", "O", "H", "H", "O", "H", "H"], "positions_angstrom": [[-6.60506, -11.82481, -20.77320], [-9.78969, -13.09870, -21.22560], [-8.56554, -12.49294, -21.09161], [-10.51411, -12.72627, -20.48136], [-10.10413, -13.02703, -22.28538], [-9.75600, -14.19463, -21.02442], [-5.02711, -11.69577, -18.54681], [-5.33205, -10.60667, -17.51926], [-4.10684, -12.81854, -18.06990], [-4.78536, -11.16881, -20.02698], [-6.50218, -12.23445, -18.83155], [-5.82750, -13.72993, -21.43256], [-6.01558, -14.48798, -21.99424], [-4.92504, -13.85663, -21.09545], [-6.73275, -14.96117, -18.57247], [-6.80551, -13.99103, -18.85011], [-7.14218, -15.44396, -19.29772], [-7.33253, -9.61979, -20.73624], [-7.85432, -8.90530, -21.11313], [-6.72645, -9.20768, -20.09640], [-5.87714, -11.09484, -22.67092], [-5.66414, -10.17508, -22.87056], [-5.88750, -11.55438, -23.51995]], "atomic_forces_ev_per_a": [[-1.4, -0.2, 1.4], [1.7, -0.1, 0.1], [-0.1, 0.0, -0.4], [-0.5, 0.2, -0.4], [-0.9, 0.1, 0.1], [0.0, -0.1, 0.0], [-1.7, -0.3, 1.6], [1.3, 0.9, -0.2], [0.2, 0.6, -0.9], [1.2, 0.5, -0.6], [-1.0, -1.7, -0.2], [0.9, -0.9, -0.7], [-0.2, 0.1, 0.1], [-0.2, 0.3, 0.4], [-0.4, 0.1, -0.5], [0.5, -0.1, 0.7], [-0.1, 0.1, 0.0], [0.2, 0.9, 0.1], [-0.1, -0.2, 0.0], [0.0, -0.5, 0.1], [0.2, 0.3, -1.4], [0.0, 0.0, 0.4], [-0.1, -0.1, 0.2]], "de_lowest_kj_mol": 63.2, "spin_multiplicity": 6, "s_squared": 8.763, "gap_ev": [3.65, 3.92], "charge": -2}

***

(4)
{"formula": "C24H24BClN4O6Ru", "method": "wB97M-V/def2-TZVPD", "elements": ["Ru", "O", "C", "O", "C", "C", "Cl", "N", "N", "C", "C", "O", "O", "C", "C", "C", "C", "C", "C", "H", "H", "H", "H", "H", "H", "C", "C", "C", "O", "B", "O", "C", "C", "C", "H", "H", "H", "H", "H", "H", "H", "H", "H", "H", "H", "H", "N", "C", "N", "C", "C", "C", "C", "C", "C", "H", "H", "H", "H", "H", "H"], "positions_angstrom": [[-0.88215, -0.34143, 0.20811], [2.33444, -4.05911, -2.68369], [1.06101, -4.36589, -2.79239], [0.64634, -5.26935, -3.45471], [0.07398, -3.49363, -2.03757], [-1.33739, -3.70336, -2.03216], [-2.13671, -4.91490, -2.84460], [-1.92971, -2.76539, -1.26164], [-0.94767, -1.95503, -0.77459], [0.25245, -2.39415, -1.24902], [1.42523, -1.55468, -0.81706], [2.54685, -1.81687, -1.16880], [1.08222, -0.51901, -0.09466], [-3.28468, -2.51748, -0.83580], [-3.55966, -1.40376, -0.04175], [-4.83453, -1.13857, 0.41381], [-5.87896, -1.98676, 0.07271], [-5.61791, -3.09159, -0.71577], [-4.33184, -3.36484, -1.16779], [2.52800, -3.28471, -2.11058], [-2.79512, -0.68336, 0.28211], [-5.01495, -0.27445, 1.03949], [-6.88060, -1.78536, 0.42526], [-6.41695, -3.76682, -0.98813], [-4.17976, -4.24220, -1.76692], [0.74264, -0.15068, 4.86508], [-0.67820, -0.07798, 4.34570], [-1.69421, -0.33235, 5.43308], [-0.82031, -1.18162, 3.32665], [-0.52718, -0.57381, 2.20166], [-0.34438, 0.77751, 2.13942], [-0.96855, 1.19498, 3.48480], [-2.43668, 1.43220, 3.20666], [-0.25220, 2.44477, 3.92472], [0.91655, -1.14220, 5.27922], [0.89530, 0.58006, 5.65862], [1.47678, 0.03190, 4.07881], [-1.41945, -1.23314, 5.97876], [-2.69711, -0.46198, 5.03219], [-1.69894, 0.50014, 6.13826], [-2.93520, 0.52063, 2.86465], [-2.54792, 2.21413, 2.45505], [-2.93686, 1.76567, 4.11538], [0.82614, 2.30810, 3.94062], [-0.58318, 2.71356, 4.92958], [-0.49896, 3.27112, 3.25914], [0.08993, 3.43524, -1.04928], [0.31936, 2.16872, -0.72362], [-0.81710, 1.53932, -0.44543], [-1.85740, 2.46286, -0.60825], [-3.23620, 2.34599, -0.46389], [-3.99147, 3.47481, -0.70783], [-3.40068, 4.68988, -1.09011], [-2.03564, 4.81225, -1.24176], [-1.28119, 3.67281, -0.99044], [0.80534, 4.10024, -1.30411], [1.29597, 1.71511, -0.67243], [-3.70834, 1.41251, -0.18913], [-5.06718, 3.42464, -0.61110], [-4.03314, 5.54687, -1.27415], [-1.57888, 5.74524, -1.54214]], "atomic_forces_ev_per_a": [[0.3, 0.0, 0.3], [0.1, 0.0, 0.1], [-0.1, 0.1, -0.1], [0.0, 0.0, 0.0], [0.0, 0.0, 0.0], [0.0, 0.0, 0.1], [0.0, 0.0, 0.0], [0.0, 0.0, -0.1], [0.1, 0.2, 0.0], [-0.1, -0.1, 0.0], [0.1, -0.1, -0.4], [0.0, 0.0, 0.2], [-0.1, 0.2, 0.1], [-0.1, -0.1, 0.0], [0.1, 0.0, 0.0], [0.0, 0.0, 0.0], [0.0, 0.0, 0.0], [0.1, 0.0, 0.0], [-0.1, 0.0, 0.0], [0.0, 0.0, -0.1], [-0.2, 0.2, 0.1], [0.0, 0.0, 0.0], [0.0, 0.0, 0.0], [0.0, 0.0, 0.0], [0.0, 0.0, 0.0], [0.0, 0.0, 0.0], [0.0, 0.0, 0.1], [0.0, 0.0, 0.0], [0.2, -0.2, 0.0], [-0.4, 0.2, -0.1], [0.1, -0.3, 0.0], [0.0, 0.1, -0.1], [0.0, 0.0, 0.0], [0.0, 0.0, 0.0], [0.0, 0.0, 0.0], [0.0, 0.0, 0.0], [0.0, 0.0, 0.0], [0.0, 0.0, 0.0], [0.0, 0.0, 0.0], [0.0, 0.0, 0.0], [0.0, 0.0, 0.0], [0.0, 0.0, 0.0], [0.0, 0.0, 0.0], [0.0, 0.0, 0.0], [0.0, 0.0, 0.0], [0.0, 0.0, 0.0], [0.0, 0.0, 0.0], [0.0, 0.1, 0.0], [-0.1, -0.2, -0.2], [0.0, 0.1, 0.0], [0.0, 0.0, 0.0], [0.0, 0.0, 0.0], [0.0, 0.0, 0.0], [0.0, 0.0, 0.0], [0.0, 0.0, 0.0], [0.0, 0.0, 0.0], [0.0, 0.0, 0.0], [0.0, 0.0, 0.0], [0.0, 0.0, 0.0], [0.0, 0.0, 0.0], [0.0, 0.0, 0.0]], "de_lowest_kj_mol": 22.2, "gap_ev": 6.49, "charge": 2}

***

(5)
{"formula": "C10H20", "method": "wB97M-V/def2-TZVPD", "elements": ["C", "C", "C", "C", "C", "H", "H", "H", "H", "H", "H", "H", "H", "H", "H", "C", "C", "C", "C", "C", "H", "H", "H", "H", "H", "H", "H", "H", "H", "H"], "positions_angstrom": [[4.77814, 2.33912, 0.63652], [4.87675, 2.39846, -0.90397], [3.84241, 2.41146, -1.74406], [3.92329, 2.48370, -3.24829], [3.25854, 1.29942, -3.83726], [5.47521, 3.11175, 1.00224], [5.12338, 1.35519, 0.99613], [3.77918, 2.53773, 1.05990], [5.83650, 2.32743, -1.43259], [2.84962, 2.29946, -1.28862], [4.98740, 2.39048, -3.53887], [3.55680, 3.45944, -3.62120], [3.53740, 0.35493, -3.34049], [3.64106, 1.27919, -4.87160], [2.15817, 1.36797, -3.87038], [-4.58813, -4.14589, 0.32669], [-4.77748, -2.94481, 1.26677], [-3.94525, -2.45190, 2.24675], [-4.20163, -1.21152, 3.06147], [-3.29407, -0.09555, 2.65908], [-3.62763, -4.58503, 0.64481], [-4.48999, -3.80390, -0.71735], [-5.36404, -4.92870, 0.36900], [-5.69457, -2.38782, 1.03371], [-3.04441, -3.06302, 2.39034], [-4.04968, -1.53280, 4.10987], [-5.26071, -0.90835, 2.95250], [-3.57932, 0.77233, 3.27717], [-3.49472, 0.14464, 1.60142], [-2.21230, -0.27348, 2.78035]], "atomic_forces_ev_per_a": [[0.8, 0.1, -1.0], [-0.6, -0.5, -0.1], [-0.2, 0.4, 0.8], [1.2, 0.5, 1.4], [-0.7, -0.8, -1.6], [-0.3, -0.4, 0.2], [-0.1, 0.4, 0.0], [0.3, -0.1, -0.5], [0.1, 0.3, 0.8], [0.1, 0.3, -0.3], [-0.3, 0.4, 0.2], [0.0, -0.6, 0.1], [0.0, 0.5, -0.2], [-0.6, -0.5, 0.1], [0.4, 0.0, 0.1], [1.1, 0.5, 1.0], [0.2, 0.9, 0.7], [-1.6, -1.9, -2.5], [-0.3, -1.7, 0.3], [0.1, 1.3, -0.1], [-0.3, -0.2, -0.5], [-0.1, -0.1, 0.4], [0.1, 0.5, 0.2], [0.2, 0.0, 0.3], [0.0, 0.5, 0.3], [-0.1, 0.5, -0.2], [0.5, -0.1, 0.0], [0.4, 0.0, -0.4], [0.2, 0.1, 0.4], [-0.5, -0.2, 0.0]], "smiles": "C/C=C/CC.C/C=C/CC", "de_lowest_kj_mol": 182.6, "gap_ev": 10.23}